{"formula": "C30H34F6N6O3STi", "method": "wB97M-V/def2-TZVPD", "homo_energy_ha": [-0.16268, -0.17619], "charge": -1, "spin_multiplicity": 2, "de_lowest_kj_mol": 0.0, "elements": ["Ti", "O", "N", "C", "C", "C", "C", "C", "S", "H", "H", "H", "H", "N", "H", "H", "H", "O", "N", "C", "C", "N", "C", "N", "C", "C", "C", "C", "C", "C", "C", "C", "N", "C", "C", "C", "C", "C", "C", "C", "C", "C", "C", "H", "H", "H", "H", "H", "H", "H", "H", "H", "H", "H", "H", "H", "H", "H", "H", "H", "H", "H", "H", "H", "H", "H", "H", "C", "C", "O", "C", "F", "F", "F", "C", "F", "F", "F", "H", "H", "H"], "coordinates": [[0.645, 0.617, 1.010], [0.134, 2.112, -0.302], [-0.552, 3.168, 0.112], [-1.227, 3.858, -0.831], [-1.944, 4.976, -0.511], [-1.967, 5.392, 0.824], [-1.291, 4.668, 1.771], [-0.574, 3.504, 1.430], [0.201, 2.504, 2.574], [-1.141, 3.433, -1.819], [-2.479, 5.502, -1.287], [-2.522, 6.275, 1.113], [-1.300, 4.951, 2.813], [-0.498, -3.786, 1.645], [0.369, -3.862, 2.165], [-1.234, -4.117, 2.259], [-0.656, -2.791, 1.507], [0.824, -0.866, 2.502], [0.135, -0.736, 3.577], [0.401, -1.593, 4.530], [1.399, -2.607, 4.404], [2.189, -3.439, 4.309], [-0.360, -1.504, 5.736], [-0.966, -1.464, 6.714], [-4.642, 1.617, -2.086], [-3.770, 1.227, -0.920], [-4.068, 1.681, 0.363], [-3.275, 1.294, 1.439], [-3.570, 1.762, 2.837], [-2.187, 0.468, 1.207], [-1.800, 0.051, -0.088], [-2.657, 0.429, -1.144], [-0.588, -0.589, -0.147], [-0.107, -1.287, -1.336], [-1.095, -2.366, -1.814], [-0.513, -3.144, -2.999], [0.768, -3.857, -2.559], [1.783, -2.814, -2.084], [2.114, -1.863, -3.237], [0.837, -1.143, -3.676], [-0.195, -2.175, -4.142], [0.269, -0.345, -2.498], [1.182, -2.021, -0.920], [-5.464, 2.258, -1.767], [-5.069, 0.736, -2.570], [-4.069, 2.156, -2.844], [-4.936, 2.311, 0.527], [-4.617, 2.051, 2.947], [-2.950, 2.627, 3.089], [-3.341, 0.986, 3.567], [-1.633, 0.087, 2.064], [-2.447, 0.129, -2.160], [-2.051, -1.925, -2.099], [-1.286, -3.043, -0.975], [-1.245, -3.883, -3.339], [1.184, -4.437, -3.391], [0.544, -4.552, -1.746], [2.693, -3.316, -1.742], [2.543, -2.422, -4.077], [2.861, -1.129, -2.916], [1.067, -0.458, -4.499], [0.191, -2.727, -5.006], [-1.110, -1.665, -4.465], [-0.591, 0.241, -2.829], [1.011, 0.374, -2.133], [1.910, -1.286, -0.564], [0.954, -2.691, -0.089], [4.539, 0.027, -0.268], [3.840, 0.603, 0.963], [2.492, 0.663, 0.786], [4.151, -0.295, 2.184], [3.744, -1.544, 1.939], [5.478, -0.353, 2.439], [3.552, 0.124, 3.300], [4.351, 2.044, 1.198], [4.027, 2.816, 0.147], [5.695, 2.101, 1.320], [3.830, 2.612, 2.286], [4.178, -0.986, -0.433], [5.622, 0.008, -0.151], [4.275, 0.639, -1.129]], "forces_ev_per_a": [[-0.383, -0.210, 0.141], [0.095, 0.189, -0.108], [-0.040, -0.038, -0.050], [0.014, -0.012, 0.047], [-0.008, 0.003, -0.020], [-0.012, 0.027, 0.019], [0.016, -0.043, -0.059], [-0.027, 0.058, 0.015], [0.000, -0.001, 0.043], [0.002, 0.002, -0.002], [-0.002, 0.008, 0.008], [-0.003, -0.001, -0.009], [0.000, -0.003, 0.005], [-0.069, -0.037, 0.038], [0.020, 0.008, 0.004], [0.003, -0.007, 0.007], [0.022, 0.074, -0.063], [0.089, 0.000, -0.117], [-0.060, 0.013, 0.121], [-0.083, 0.164, -0.093], [0.127, -0.152, -0.033], [-0.023, 0.004, 0.008], [-0.039, -0.016, 0.031], [0.009, 0.011, 0.007], [-0.011, 0.008, -0.004], [0.044, -0.026, 0.020], [-0.013, 0.014, -0.006], [0.011, 0.055, -0.023], [-0.016, -0.007, 0.010], [0.043, -0.070, 0.075], [-0.005, -0.015, 0.091], [0.002, 0.063, -0.045], [0.136, -0.054, 0.072], [0.016, -0.044, -0.006], [0.006, -0.015, 0.022], [-0.001, 0.014, 0.008], [0.002, -0.004, -0.012], [-0.010, 0.030, 0.011], [0.000, -0.014, 0.005], [0.001, 0.023, -0.008], [0.005, -0.005, -0.011], [0.006, 0.009, -0.038], [0.009, -0.034, -0.005], [0.003, 0.002, 0.000], [0.000, -0.003, 0.003], [0.002, 0.001, 0.001], [0.001, -0.001, 0.000], [0.001, 0.000, -0.003], [0.008, -0.015, -0.005], [-0.002, 0.005, 0.006], [-0.037, -0.007, -0.012], [0.004, -0.019, 0.016], [-0.027, 0.029, -0.011], [0.001, 0.009, -0.006], [-0.004, -0.002, 0.004], [-0.002, -0.001, 0.002], [-0.001, -0.002, -0.001], [0.005, 0.003, -0.001], [-0.004, 0.001, 0.002], [0.002, 0.001, 0.003], [0.000, -0.002, 0.000], [0.001, 0.001, 0.002], [-0.002, -0.002, 0.002], [0.022, -0.027, 0.016], [0.000, 0.007, 0.000], [-0.002, -0.003, 0.011], [0.001, 0.021, -0.015], [0.022, -0.013, -0.025], [-0.089, 0.061, 0.003], [0.188, 0.001, -0.102], [0.062, -0.005, -0.005], [0.003, -0.002, 0.007], [-0.022, -0.006, -0.005], [-0.015, 0.000, 0.010], [0.028, 0.003, -0.010], [-0.001, -0.008, 0.002], [-0.004, 0.003, 0.001], [-0.008, 0.000, 0.008], [-0.008, 0.000, -0.006], [0.003, 0.005, 0.012], [-0.004, -0.001, 0.003]], "lowdin_charge": [0.880, -0.228, -0.170, -0.018, -0.064, -0.076, -0.094, -0.643, 0.742, 0.139, 0.101, 0.104, 0.105, 0.041, -0.007, 0.010, -0.012, -0.270, -0.016, -0.313, -0.200, 0.163, -0.196, 0.130, -0.059, -0.286, -0.041, -0.275, -0.040, -0.052, -0.297, -0.005, -0.049, -0.442, -0.076, -0.287, -0.121, -0.280, -0.121, -0.286, -0.124, -0.075, -0.087, 0.067, 0.076, 0.072, 0.104, 0.073, 0.060, 0.084, 0.078, 0.093, 0.106, 0.116, 0.134, 0.114, 0.120, 0.138, 0.115, 0.110, 0.134, 0.113, 0.116, 0.106, 0.120, 0.094, 0.107, 0.027, -0.424, -0.237, -0.560, 0.157, 0.141, 0.165, -0.556, 0.152, 0.138, 0.159, 0.086, 0.096, 0.098]}



{"formula": "C13H15F3NPdS6Sb", "method": "wB97M-V/def2-TZVPD", "homo_energy_ha": [-0.28380, -0.28761], "spin_multiplicity": 3, "de_lowest_kj_mol": 32.6, "elements": ["Pd", "F", "C", "F", "F", "C", "C", "C", "C", "N", "C", "S", "H", "H", "H", "C", "S", "C", "C", "S", "S", "C", "S", "S", "H", "H", "H", "C", "Sb", "C", "C", "H", "H", "H", "H", "H", "H", "H", "H", "H"], "coordinates": [[0.409, -0.734, 0.153], [3.270, 5.000, 0.476], [2.789, 3.890, -0.114], [3.798, 3.346, -0.808], [1.865, 4.293, -1.003], [2.214, 2.939, 0.896], [2.274, 3.226, 2.246], [1.745, 2.340, 3.176], [1.153, 1.184, 2.710], [1.089, 0.916, 1.409], [1.621, 1.735, 0.481], [1.487, 1.106, -1.123], [2.738, 4.146, 2.573], [1.796, 2.545, 4.235], [0.724, 0.439, 3.368], [1.420, -2.578, -2.668], [2.456, -3.593, -1.571], [1.184, -4.246, -0.551], [0.798, -3.733, 0.637], [1.454, -2.349, 1.464], [-0.529, -4.568, 1.424], [-0.842, -5.745, 0.179], [-2.070, -6.821, 0.246], [0.316, -5.663, -1.110], [2.083, -2.046, -3.348], [0.866, -1.854, -2.067], [0.731, -3.197, -3.238], [-1.948, 2.110, -1.612], [-1.936, 0.294, -0.503], [-2.966, 0.928, 1.255], [-3.491, -0.784, -1.493], [-2.967, 2.480, -1.714], [-1.514, 1.941, -2.596], [-1.334, 2.847, -1.098], [-3.924, 1.375, 0.992], [-2.358, 1.665, 1.778], [-3.131, 0.077, 1.913], [-4.380, -0.159, -1.563], [-3.724, -1.690, -0.937], [-3.166, -1.062, -2.494]], "forces_ev_per_a": [[-0.125, -0.134, 0.132], [0.017, 0.015, 0.024], [0.003, 0.076, -0.058], [0.009, -0.026, -0.004], [-0.020, -0.002, -0.002], [0.011, -0.009, 0.042], [-0.007, 0.025, -0.086], [-0.062, -0.095, 0.096], [0.043, 0.155, -0.010], [0.088, -0.031, -0.031], [-0.027, -0.072, 0.104], [0.043, 0.064, -0.128], [0.006, 0.003, -0.007], [-0.002, -0.014, -0.003], [-0.007, 0.023, 0.020], [0.064, -0.131, 0.091], [-0.132, 0.013, -0.067], [0.048, -0.086, -0.063], [-0.059, -0.035, -0.016], [0.056, 0.109, 0.126], [0.020, -0.006, -0.254], [0.068, -0.034, 0.069], [0.016, -0.015, 0.001], [-0.094, 0.179, 0.079], [0.027, 0.007, 0.021], [-0.001, 0.052, -0.082], [-0.004, -0.005, 0.000], [-0.013, -0.045, 0.021], [-0.067, 0.051, 0.004], [-0.011, 0.016, -0.066], [0.033, 0.035, 0.012], [-0.008, -0.021, 0.016], [-0.008, -0.032, 0.007], [0.000, -0.023, 0.025], [0.007, -0.008, -0.018], [0.022, -0.010, -0.018], [0.011, -0.019, -0.022], [0.011, 0.008, 0.014], [0.020, 0.010, 0.022], [0.022, 0.013, 0.009]], "lowdin_charge": [0.269, 0.132, -0.608, 0.141, 0.129, -0.118, 0.009, -0.045, -0.121, -0.104, -0.686, 0.626, 0.126, 0.108, 0.117, -0.388, 0.811, -1.023, -1.152, 0.503, 0.880, -1.509, 0.541, 0.904, 0.040, -0.031, 0.037, -0.320, 1.293, -0.309, -0.310, 0.012, 0.007, 0.000, 0.010, 0.002, 0.007, 0.010, 0.007, 0.005]}



{"formula": "C5H23NO6", "method": "wB97M-V/def2-TZVPD", "smiles": "CC[C@@H](C)NCO.O.O.O.O.O", "homo_energy_ha": -0.33321, "de_lowest_kj_mol": 286.6, "elements": ["C", "C", "C", "C", "N", "C", "O", "H", "H", "H", "H", "H", "H", "H", "H", "H", "H", "H", "H", "H", "O", "H", "H", "O", "H", "H", "O", "H", "H", "O", "H", "H", "O", "H", "H"], "coordinates": [[-0.466, 0.039, 2.079], [0.750, 0.500, 1.232], [0.688, 0.342, -0.289], [1.536, 1.445, -1.057], [1.161, -0.942, -0.726], [0.602, -1.395, -1.936], [0.771, -0.477, -3.063], [-0.746, -0.960, 1.642], [-0.109, -0.208, 3.208], [-1.417, 0.520, 1.995], [0.660, 1.741, 1.389], [1.654, 0.194, 1.684], [-0.337, 0.404, -0.666], [1.459, 1.401, -2.211], [1.077, 2.436, -0.730], [2.626, 1.588, -0.729], [1.998, -1.313, -0.365], [-0.504, -1.365, -1.895], [1.080, -2.484, -2.132], [1.749, -0.212, -3.234], [-3.277, -0.260, -2.342], [-2.586, -0.919, -2.205], [-3.676, -0.622, -3.118], [-0.669, 3.762, 0.954], [-1.618, 3.777, 1.326], [-0.354, 4.735, 1.159], [2.553, -2.630, 2.592], [1.853, -2.336, 3.277], [2.099, -2.930, 1.873], [0.534, -3.751, 0.916], [0.216, -2.921, 0.527], [0.808, -4.394, 0.214], [-3.513, 2.478, 0.547], [-2.961, 1.742, 0.287], [-3.643, 3.014, -0.198]], "forces_ev_per_a": [[1.817, -3.613, 0.807], [-2.568, 5.368, 0.453], [1.864, 0.661, -0.634], [-0.426, 2.176, 0.266], [-1.999, -0.689, -0.057], [1.611, -1.272, -1.006], [2.167, -0.321, -0.469], [0.255, 0.232, 0.669], [-1.186, 0.919, -2.605], [-0.136, 1.217, 0.262], [0.813, -3.115, -0.382], [1.050, -0.495, 0.178], [-0.081, 0.277, 0.219], [0.108, -0.005, 2.321], [0.456, -0.942, -0.620], [-1.411, -0.862, -0.362], [0.976, -0.234, 0.118], [0.475, -0.620, 0.143], [-1.375, 2.324, 0.060], [-2.419, -1.113, 0.720], [0.656, -0.185, 0.634], [0.136, 0.257, 0.329], [-0.798, -0.029, -0.936], [-1.205, 3.142, 1.518], [1.962, -0.272, -0.923], [-0.835, -2.943, -0.648], [0.692, 2.391, 5.000], [1.717, -0.884, -1.934], [-2.379, -1.509, -2.949], [0.341, -0.811, -0.479], [0.237, -0.335, -0.420], [-0.569, 1.235, 0.724], [0.132, -0.766, 2.090], [0.102, -0.137, -0.339], [-0.180, 0.952, -1.748]], "lowdin_charge": [-0.107, -0.217, -0.392, -0.061, -0.051, -0.292, -0.135, 0.057, 0.121, 0.037, 0.143, 0.078, 0.136, 0.078, 0.063, 0.094, 0.111, 0.098, 0.158, 0.122, -0.044, 0.013, 0.022, -0.148, 0.053, 0.095, -0.063, 0.089, -0.089, -0.075, 0.014, 0.077, -0.026, 0.025, 0.015]}



{"formula": "C5H5Cl2N", "method": "wB97M-V/def2-TZVPD", "smiles": "Cl/C=C/C=C\\N=C\\Cl", "homo_energy_ha": -0.31424, "de_lowest_kj_mol": 250.4, "elements": ["Cl", "C", "C", "C", "C", "N", "C", "Cl", "H", "H", "H", "H", "H"], "coordinates": [[0.109, 2.725, -0.441], [0.487, 1.321, 0.545], [-0.664, 0.426, 0.695], [-0.882, -0.657, -0.069], [0.075, -1.211, -0.997], [1.278, -0.846, -1.181], [1.882, 0.246, -0.635], [3.237, -0.145, 0.375], [0.976, 1.622, 1.467], [-1.375, 0.682, 1.478], [-1.776, -1.248, 0.076], [-0.222, -2.100, -1.543], [2.135, 1.021, -1.351]], "forces_ev_per_a": [[-0.058, 0.226, -0.070], [2.493, -1.822, -1.973], [-0.345, -0.362, -0.053], [-0.171, 0.651, 0.643], [0.532, 0.082, -0.262], [0.122, -0.984, -0.779], [-2.615, 2.377, 2.305], [0.395, -0.145, 0.205], [-0.028, 0.050, -0.075], [-0.076, -0.085, -0.023], [-0.072, 0.041, 0.076], [-0.097, -0.076, -0.028], [-0.079, 0.048, 0.032]], "lowdin_charge": [0.591, -0.607, -0.162, -0.071, -0.138, -0.010, -0.679, 0.624, 0.064, 0.108, 0.101, 0.112, 0.068]}